#i
This record from the Open Molecules 2025 dataset describes an isolated molecule of C3H9NS. The level of theory is ωB97M-V/def2-TZVPD.

Each atom is followed by the atoms it is bonded to, with distances in Å.
Cartesian coordinates (Å):
1 C -1.765 1.257 0.076  N2 1.441, H6 1.146, H7 1.045, H8 1.150
2 N -0.682 0.405 -0.345  C1 1.441, C3 1.442, H9 1.039
3 C 0.491 0.062 0.420  N2 1.442, C4 1.570, H10 1.087, H11 1.094
4 C 0.998 -1.419 0.291  C3 1.570, S5 1.783, H12 1.127, H13 1.075
5 S 1.643 -1.595 -1.362  C4 1.783, H14 1.358
6 H -1.827 1.414 1.210  C1 1.146
7 H -2.692 0.982 -0.320  C1 1.045
8 H -1.574 2.323 -0.311  C1 1.150
9 H -0.809 0.226 -1.361  N2 1.039
10 H 1.326 0.671 0.083  C3 1.087
11 H 0.208 0.484 1.389  C3 1.094
12 H 1.716 -1.799 1.072  C4 1.127
13 H 0.159 -2.087 0.349  C4 1.075
14 H 2.811 -0.924 -1.191  S5 1.358

Properties
Kohn-Sham gap = 9.1 eV
structure (SMILES) = CNCCS

#ii
This record from the Open Molecules 2025 dataset describes a cluster of 2 separate species, C3H9NS in total. The level of theory is ωB97M-V/def2-TZVPD.

Each atom is followed by the atoms it is bonded to, with distances in Å.
Cartesian coordinates (Å):
1 C 1.728 -2.903 -0.113  N2 1.273, H3 1.100, H4 1.022
2 N 2.841 -3.195 0.431  C1 1.273, H5 1.026
3 H 1.354 -3.251 -1.088  C1 1.100
4 H 1.238 -2.104 0.292  C1 1.022
5 H 3.186 -2.701 1.262  N2 1.026
6 C -0.601 0.964 1.100  S7 1.912, H9 1.138, H10 1.071, H11 1.048
7 S -1.812 0.542 -0.319  C6 1.912, C8 1.827
8 C -1.747 2.145 -1.192  S7 1.827, H12 1.130, H13 1.191, H14 1.036
9 H 0.271 0.290 0.816  C6 1.138
10 H -0.247 1.960 0.928  C6 1.071
11 H -1.055 0.903 2.043  C6 1.048
12 H -2.131 2.068 -2.252  C8 1.130
13 H -0.648 2.584 -1.325  C8 1.191
14 H -2.376 2.699 -0.583  C8 1.036

Properties
Kohn-Sham gap = 9.5 eV
structure (SMILES) = C=N.CSC

#i wins, 0.959 eV ahead of the next structure.